Molecular formula: C31H44NO29P
Method: DFT, the ωB97M-V functional and the def2-TZVPD basis

Summary:
LUMO level	2.9	eV
HOMO-LUMO gap	1.2	eV
molar mass	925.64	Da
HOMO	0.06146	Ha
total charge	-2

Last column: Löwdin charge in e.
Positions of all 106 atoms, in Å:
C1 2.65572 -0.36313 1.77031  -0.2096
C2 1.51043 -0.88862 0.86078  -0.4362
P1 -0.12239 -0.71370 1.81157  0.8033
C3 -1.10201 -2.27091 1.39785  -0.3064
N1 -0.84023 0.69697 1.18973  -0.2423
C4 -2.28498 0.63848 1.19207  -0.9730
O1 -2.86870 0.68792 0.07579  -0.1661
O2 -2.90935 0.54020 2.29237  -0.1803
H1 3.63843 -0.77907 1.48715  0.0492
H2 2.45214 -0.60982 2.82469  0.0273
H3 2.66490 0.74538 1.67744  0.0445
H4 1.66709 -1.90588 0.46061  0.0462
H5 1.42947 -0.18803 0.00439  0.0363
H6 -0.93459 -2.62216 0.33716  0.0084
H7 -0.68844 -3.07990 2.03313  0.0002
H8 -2.17803 -2.20007 1.61464  0.0190
C5 -0.91050 -0.98097 -3.84106  -0.1231
C6 -1.82501 -1.21938 -2.67486  -0.1243
O3 -1.31997 -2.42542 -2.10596  0.0627
C7 -0.02066 -2.52508 -2.47216  -0.5572
O4 0.75121 -3.32069 -2.02656  0.1213
O5 0.30240 -1.59744 -3.41063  0.0539
H9 -0.75690 0.07857 -4.04438  0.1243
H10 -1.25114 -1.46922 -4.75217  0.0977
H11 -1.76085 -0.42733 -1.91812  0.1238
H12 -2.85629 -1.33551 -2.97409  0.1100
C8 -1.68406 1.80144 6.19249  -0.1428
C9 -2.08457 0.43580 5.70710  -0.1316
O6 -0.93134 0.00040 5.00247  0.0368
C10 0.13237 0.67475 5.48519  -0.5727
O7 1.26987 0.44191 5.23101  0.1316
O8 -0.26747 1.68640 6.32306  0.0216
H13 -2.14060 2.06156 7.14686  0.1060
H14 -1.91005 2.58375 5.46468  0.1387
H15 -2.28085 -0.26114 6.53007  0.1240
H16 -2.95187 0.46103 5.04683  0.1263
C11 2.40559 3.88006 2.51400  -0.1083
C12 3.36961 4.98295 2.85092  -0.1389
O9 4.63652 4.39135 2.55342  0.0446
C13 4.41737 3.39215 1.64956  -0.5697
O10 5.28338 2.81216 1.07474  0.1442
O11 3.09488 3.15569 1.49425  0.0523
H17 1.45605 4.25836 2.14453  0.1207
H18 2.21537 3.20845 3.35365  0.1438
H19 3.22578 5.86184 2.21613  0.1259
H20 3.31259 5.28597 3.89377  0.1262
C14 -1.77269 6.20143 1.53455  -0.1037
C15 -1.63731 7.70057 1.63932  -0.1274
O12 -0.91624 7.86749 2.86411  0.0523
C16 -0.23554 6.71182 3.09131  -0.5651
O13 0.59173 6.56245 3.93368  0.1516
O14 -0.61792 5.74117 2.23375  0.0641
H21 -1.77145 5.84678 0.50640  0.1423
H22 -2.66404 5.82212 2.03719  0.1416
H23 -1.04847 8.12621 0.82303  0.1289
H24 -2.59933 8.20753 1.68324  0.1282
C17 -1.46840 5.17470 10.02275  -0.1303
C18 -1.22425 4.45297 8.72273  -0.1209
O15 -2.53613 4.36272 8.16450  0.0519
C19 -3.28356 5.35746 8.70497  -0.5615
O16 -4.36842 5.66491 8.33426  0.1647
O17 -2.62395 5.96113 9.73341  0.0521
H25 -0.63243 5.80686 10.31602  0.1299
H26 -1.70282 4.49227 10.84355  0.1301
H27 -0.58863 5.01960 8.03948  0.1412
H28 -0.79399 3.46355 8.86444  0.1333
C20 2.89032 -7.00178 -1.77869  -0.1236
C21 3.16896 -5.53450 -1.62058  -0.1044
O18 3.93391 -5.49244 -0.40698  0.0728
C22 4.50580 -6.70575 -0.24063  -0.5760
O19 5.33649 -6.95705 0.57722  0.1354
O20 4.01296 -7.61012 -1.12903  0.0474
H29 2.83178 -7.30552 -2.81955  0.0931
H30 1.97557 -7.31033 -1.26551  0.1352
H31 3.77560 -5.13317 -2.43499  0.1368
H32 2.25748 -4.94490 -1.53479  0.1107
C23 1.70219 3.25326 -3.04828  -0.1144
C24 1.92077 2.58658 -4.38350  -0.1289
O21 0.60200 2.54179 -4.93150  0.0432
C25 -0.12199 3.52698 -4.33404  -0.5724
O22 -1.20741 3.86438 -4.68381  0.1499
O23 0.55458 4.07253 -3.29639  0.0600
H33 2.55140 3.85828 -2.73680  0.1296
H34 1.46415 2.54146 -2.25475  0.1405
H35 2.55977 3.17534 -5.04793  0.1246
H36 2.33559 1.58487 -4.28926  0.1336
C26 0.02171 -8.31352 -6.27427  -0.1494
C27 1.13305 -9.30858 -6.49606  -0.1442
O24 2.30205 -8.53881 -6.22182  0.0576
C28 1.93288 -7.50993 -5.40884  -0.5551
O25 2.69067 -6.78068 -4.86031  0.1621
O26 0.58221 -7.42991 -5.30736  0.0684
H37 -0.88806 -8.77546 -5.89571  0.1280
H38 -0.21788 -7.74457 -7.17573  0.1234
H39 1.08996 -10.14707 -5.79695  0.1293
H40 1.15366 -9.69673 -7.51304  0.1250
C29 -4.64605 -2.32435 -7.68133  -0.1437
C30 -3.19372 -2.59763 -7.98393  -0.1492
O27 -2.56427 -2.37744 -6.72631  0.0511
C31 -3.50482 -2.55505 -5.75588  -0.5337
O28 -3.27137 -2.60573 -4.59703  0.1772
O29 -4.74948 -2.66543 -6.30185  0.0632
H41 -5.32218 -2.93081 -8.28199  0.1250
H42 -4.90841 -1.27103 -7.80548  0.1311
H43 -3.01746 -3.63167 -8.29151  0.1215
H44 -2.78895 -1.92931 -8.74197  0.1277

Cartesian forces (eV/Å) of the 3 atoms listed first:
-0.2 0.0 -0.2
-0.3 0.6 -0.3
-0.5 1.3 0.6

***

Molecular formula: C31H45BrN2P2Zn
Method: DFT, the ωB97M-V functional and the def2-TZVPD basis

Summary:
LUMO level	-7.8	eV
HOMO-LUMO gap	5.5	eV
molar mass	652.96	Da
HOMO	-0.48792	Ha
total charge	+2
energy above the lowest of the compared OMol25 structures with the same formula, charge and spin	68.9	kJ/mol

Last column: Löwdin charge in e.
Positions of all 82 atoms, in Å:
C1 -5.63966 -4.83275 -2.16851  -0.0051
C2 -5.40364 -3.45497 -2.35559  -0.2163
C3 -6.37400 -2.72847 -3.08327  -0.0074
C4 -7.47716 -3.41255 -3.61940  -0.1206
N1 -7.64391 -4.71699 -3.44184  0.0637
C5 -6.77110 -5.42457 -2.74014  -0.1182
C6 -4.21578 -2.84083 -1.80795  0.0917
C7 -3.11469 -2.43674 -1.47969  0.0338
C8 -1.76316 -2.05830 -1.43922  -0.2130
C9 -0.92462 -2.25489 -0.33854  0.0110
C10 0.36802 -1.76987 -0.47532  -0.1059
C11 0.77865 -1.01925 -1.62807  -0.5933
C12 -0.05483 -0.96939 -2.76242  -0.1600
C13 -1.34875 -1.43906 -2.64367  0.0045
Zn1 0.65012 1.14823 -0.48228  0.7332
P1 0.83676 1.13663 2.24934  1.0255
H1 -6.31289 -1.65201 -3.24313  0.1122
H2 -4.96908 -5.45014 -1.58221  0.1147
H3 -8.26373 -2.90801 -4.20110  0.1206
H4 -6.99980 -6.49177 -2.63316  0.1210
H5 -2.05473 -1.27609 -3.48535  0.1528
H6 -1.30222 -2.76405 0.57368  0.1506
H7 0.24546 -0.54493 -3.71569  0.1078
H8 0.99957 -1.96417 0.37890  0.0643
C14 2.07324 2.24033 3.15068  -0.3761
C15 1.52960 3.50641 3.81334  -0.1300
H9 2.82088 2.47072 2.37874  0.0684
H10 2.61520 1.65184 3.90692  0.0861
H11 2.32036 4.17655 4.19302  0.0959
H12 0.92948 4.11962 3.12757  0.0584
H13 0.90915 3.26978 4.68987  0.0703
C16 -0.77076 2.05564 1.96364  -0.4218
C17 -2.05289 1.44443 2.52519  -0.1190
H14 -0.84172 2.00059 0.84633  -0.0151
H15 -0.70757 3.13623 2.15795  0.0842
H16 -2.94323 1.92075 2.07574  0.0950
H17 -2.11487 0.35814 2.32471  0.0765
H18 -2.12968 1.61061 3.61001  0.0752
C18 0.37401 0.00095 3.68771  -0.3619
C19 0.12198 0.67079 5.05018  -0.1198
H19 1.18182 -0.74020 3.77217  0.0484
H20 -0.51834 -0.58075 3.41461  0.0725
H21 -0.22208 -0.02508 5.83895  0.1007
H22 1.02533 1.14811 5.45090  0.0697
H23 -0.65573 1.44513 5.00261  0.0621
Br1 2.62997 -0.46916 -2.11467  0.9379
P2 0.74206 3.26348 -2.10626  1.0301
C20 0.35822 3.67549 -0.42336  -0.5284
C21 0.27325 5.19495 -0.25034  -0.1071
H24 1.11972 3.19911 0.24092  0.0423
H25 -0.58971 3.17828 -0.18995  0.0421
H26 -0.33471 5.45306 0.62779  0.0831
H27 1.28740 5.61356 -0.16621  0.0925
H28 -0.20532 5.62338 -1.14536  0.0802
C22 2.51714 2.94484 -2.30597  -0.4536
C23 3.02748 3.26935 -3.72071  -0.1266
H29 2.57027 1.84207 -2.11741  -0.0877
H30 3.14179 3.37490 -1.49239  0.1111
H31 4.08156 2.95551 -3.80987  0.0910
H32 2.36857 2.73835 -4.42743  0.0754
H33 2.95081 4.34966 -3.89579  0.0819
C24 -0.44327 2.06606 -2.81701  -0.4430
C25 -1.54329 2.73020 -3.65142  -0.1087
H34 -0.87114 1.47389 -1.99378  0.0373
H35 0.07948 1.31940 -3.41026  0.0546
H36 -2.11984 2.00636 -4.24321  0.0881
H37 -2.20665 3.29893 -2.99422  0.0824
H38 -1.09142 3.45084 -4.33553  0.0808
C26 5.02219 -5.12040 2.15641  -0.0380
C27 4.29163 -3.84635 1.83168  -0.2323
C28 3.85934 -2.94512 2.82533  0.0063
C29 3.16361 -1.79004 2.46016  -0.1447
N2 2.73594 -1.62951 1.21527  -0.0025
C30 3.18780 -2.44050 0.25662  -0.2110
C31 3.95333 -3.57356 0.50256  0.0057
H39 5.96042 -5.04988 2.72047  0.0945
H40 4.38924 -5.79689 2.73907  0.0941
H41 5.30348 -5.67331 1.25573  0.0822
H42 4.00600 -3.13399 3.88431  0.1213
H43 3.00831 -0.96507 3.14744  0.0838
H44 2.89539 -2.17282 -0.76993  -0.0260
H45 4.29192 -4.17071 -0.33890  0.1236

Cartesian forces (eV/Å) of the 3 atoms listed first:
0.0 0.0 0.0
-1.0 -0.2 0.0
-0.1 -0.1 -0.1